Record 1
ORCA calculation (ωB97M-V with the def2-TZVPD basis set) on a 11-piece molecular cluster, C26H76N2O20 overall in a non-equilibrium geometry.

The orbital gap comes out at 0.3367 Ha. For the total energy, the calculation gives -72119.432 eV. The value obtained for the HOMO energy is -9.10 eV. The calculation puts the energy relative to the best compared isomer or geometry (same formula, charge and spin) at 20.78 kcal/mol. As for the SMILES: COC[C@H](C)N.COC[C@H](C)N.OCCO.OCCO.OCCO.OCCO.OCCO.OCCO.OCCO.OCCO.OCCO. The lowest unoccupied orbital energy is 0.0595 eV.

CARTESIAN COORDINATES (ANGSTROEM)
C  -3.813  -28.119  14.527
O  -3.267  -28.952  13.516
C  -2.715  -30.157  14.035
C  -2.443  -31.090  12.860
C  -1.225  -30.599  12.061
N  -3.599  -31.083  11.919
H  -4.121  -27.161  14.118
H  -3.070  -27.859  15.290
H  -4.633  -28.650  15.015
H  -1.820  -29.876  14.598
H  -3.418  -30.612  14.746
H  -2.352  -32.130  13.172
H  -1.447  -29.664  11.544
H  -1.023  -31.329  11.273
H  -0.317  -30.430  12.641
H  -4.319  -31.588  12.437
H  -3.935  -30.119  11.955
C  -4.008  -25.716  5.234
O  -2.835  -26.485  5.063
C  -1.644  -25.691  4.957
C  -0.421  -26.538  4.705
C  -0.139  -27.554  5.839
N  0.762  -25.694  4.470
H  -3.975  -25.204  6.204
H  -4.841  -26.413  5.179
H  -4.137  -24.882  4.537
H  -1.808  -24.977  4.148
H  -1.542  -25.166  5.916
H  -0.651  -27.032  3.756
H  0.683  -28.226  5.600
H  -1.042  -28.163  5.953
H  0.071  -26.989  6.749
H  0.979  -25.143  5.298
H  1.582  -26.291  4.419
O  1.050  -30.987  6.269
C  0.919  -30.413  7.579
C  -0.172  -31.081  8.384
O  0.317  -32.288  8.993
H  0.224  -30.840  5.797
H  1.887  -30.550  8.057
H  0.679  -29.356  7.446
H  -1.035  -31.257  7.737
H  -0.526  -30.430  9.190
H  -0.469  -32.847  9.163
O  -3.154  -23.016  10.241
C  -3.593  -23.176  8.908
C  -2.619  -22.758  7.783
O  -2.568  -21.373  7.463
H  -2.387  -23.601  10.375
H  -3.834  -24.241  8.815
H  -4.578  -22.720  8.774
H  -2.871  -23.345  6.903
H  -1.612  -22.971  8.160
H  -2.273  -20.926  8.262
O  -7.455  -29.909  10.302
C  -6.363  -30.469  9.568
C  -6.028  -29.598  8.369
O  -6.943  -29.752  7.284
H  -8.233  -29.985  9.741
H  -5.475  -30.550  10.199
H  -6.616  -31.503  9.313
H  -5.011  -29.751  7.982
H  -6.034  -28.514  8.504
H  -7.123  -30.683  7.119
O  -0.769  -24.479  10.075
C  0.641  -24.159  10.178
C  1.460  -25.400  10.194
O  1.312  -26.152  9.000
H  -0.881  -24.984  9.254
H  0.878  -23.508  9.333
H  0.696  -23.577  11.096
H  1.247  -26.033  11.061
H  2.519  -25.141  10.326
H  1.514  -27.081  9.192
O  2.990  -28.012  12.407
C  2.677  -29.305  11.927
C  1.738  -29.292  10.708
O  2.363  -28.709  9.596
H  2.542  -27.783  13.219
H  3.567  -29.877  11.653
H  2.192  -29.817  12.764
H  0.794  -28.785  10.916
H  1.460  -30.348  10.570
H  3.227  -29.119  9.483
O  -1.457  -34.326  9.734
C  -2.850  -34.072  9.923
C  -3.431  -33.099  8.910
O  -2.951  -31.788  9.202
H  -1.186  -34.903  10.452
H  -3.403  -35.016  9.830
H  -2.985  -33.740  10.957
H  -4.520  -33.068  9.009
H  -3.163  -33.389  7.895
H  -3.091  -31.647  10.163
O  -3.280  -29.075  4.332
C  -3.753  -29.854  5.415
C  -4.742  -30.914  4.964
O  -3.999  -31.964  4.358
H  -3.193  -28.146  4.623
H  -2.927  -30.195  6.040
H  -4.346  -29.141  6.004
H  -5.480  -30.485  4.280
H  -5.311  -31.367  5.787
H  -4.517  -32.359  3.653
O  -2.278  -26.146  8.087
C  -3.149  -26.852  8.976
C  -2.603  -28.213  9.341
O  -2.592  -28.968  8.134
H  -2.272  -26.595  7.229
H  -3.187  -26.192  9.840
H  -4.062  -27.021  8.400
H  -3.242  -28.680  10.101
H  -1.557  -28.211  9.674
H  -2.547  -29.890  8.411
O  -6.620  -25.842  13.299
C  -7.071  -26.562  12.152
C  -5.904  -26.716  11.145
O  -5.798  -25.540  10.326
H  -6.443  -24.929  13.057
H  -7.404  -27.569  12.402
H  -7.904  -26.090  11.629
H  -6.185  -27.598  10.566
H  -4.986  -26.952  11.684
H  -5.463  -24.871  10.937

Atomic partial charges in e from the Mulliken method, atoms 1 to 4: -0.86 -0.16 -1.18 -0.07

Record 2
ORCA calculation (ωB97M-V with the def2-TZVPD basis set) on a 9-piece molecular cluster, C26H77N6O9 overall in a non-equilibrium geometry.

The orbital gap comes out at 0.3360 Ha. The net charge is +1. For the total energy, the calculation gives -55568.656 eV. The value obtained for the HOMO energy is -11.20 eV. The calculation puts the energy relative to the best compared isomer or geometry (same formula, charge and spin) at 0.00 kcal/mol. The lowest unoccupied orbital energy is -2.0580 eV.

CARTESIAN COORDINATES (ANGSTROEM)
O  -2.319  -1.949  -1.818
H  -1.525  -2.112  -2.467
H  -2.073  -1.403  -0.987
H  -2.843  -2.733  -1.608
O  -2.108  -0.496  2.824
H  -2.251  0.372  3.231
H  -1.540  -1.071  3.413
H  -1.766  -0.378  1.869
C  0.708  -0.541  -0.431
C  -0.383  0.285  0.219
O  -1.644  -0.340  0.206
H  0.978  -1.458  0.095
H  1.579  0.115  -0.527
H  0.437  -0.761  -1.470
H  -0.503  1.236  -0.331
H  -0.109  0.649  1.225
C  1.375  2.662  2.711
C  0.468  3.890  2.804
C  0.376  4.320  4.247
O  -0.424  3.420  4.995
C  -0.320  3.625  6.385
N  1.177  4.981  2.105
H  0.833  1.826  3.173
H  2.282  2.739  3.310
H  1.609  2.394  1.679
H  -0.488  3.661  2.325
H  -0.154  5.288  4.296
H  1.348  4.542  4.698
H  -0.556  4.652  6.686
H  0.684  3.367  6.736
H  -1.066  2.984  6.851
H  1.110  4.785  1.110
H  0.660  5.852  2.203
C  4.587  -0.373  1.823
C  4.541  -0.819  0.375
C  4.658  0.409  -0.509
O  4.744  0.129  -1.890
C  3.556  -0.371  -2.450
N  5.625  -1.769  0.082
H  4.623  -1.236  2.500
H  3.738  0.246  2.109
H  5.578  0.026  2.063
H  3.581  -1.321  0.191
H  5.592  0.921  -0.262
H  3.894  1.161  -0.264
H  2.750  0.371  -2.460
H  3.169  -1.260  -1.928
H  3.819  -0.760  -3.435
H  5.698  -1.838  -0.932
H  5.296  -2.692  0.352
C  -5.738  1.250  0.408
C  -5.617  -0.180  -0.118
C  -5.239  -0.107  -1.592
O  -6.308  0.528  -2.262
C  -6.073  0.698  -3.631
N  -4.580  -0.898  0.631
H  -5.944  1.257  1.482
H  -6.486  1.888  -0.060
H  -4.768  1.739  0.262
H  -6.564  -0.716  -0.024
H  -5.051  -1.069  -2.082
H  -4.357  0.552  -1.639
H  -6.994  1.016  -4.115
H  -5.795  -0.243  -4.129
H  -5.275  1.417  -3.849
H  -4.600  -0.642  1.610
H  -3.673  -0.598  0.282
C  -2.410  2.917  -2.197
C  -1.354  2.659  -3.264
C  0.044  3.028  -2.791
O  0.062  4.371  -2.362
C  1.327  4.891  -2.063
N  -1.394  1.196  -3.511
H  -2.358  3.990  -2.005
H  -2.225  2.302  -1.314
H  -3.423  2.756  -2.566
H  -1.624  3.223  -4.157
H  0.765  2.929  -3.618
H  0.360  2.391  -1.951
H  1.266  5.956  -1.842
H  1.960  4.800  -2.953
H  1.777  4.432  -1.174
H  -1.461  0.853  -2.553
H  -0.519  0.831  -3.878
C  2.360  -1.607  4.453
C  1.059  -1.359  3.691
C  0.602  -2.679  3.095
O  -0.539  -2.458  2.303
C  -1.063  -3.611  1.678
N  -0.012  -0.834  4.592
H  3.130  -2.094  3.861
H  2.146  -2.082  5.409
H  2.784  -0.620  4.673
H  1.145  -0.641  2.873
H  0.414  -3.450  3.860
H  1.460  -3.086  2.541
H  -0.303  -4.127  1.082
H  -1.868  -3.267  1.029
H  -1.478  -4.315  2.405
H  0.530  -0.218  5.198
H  -0.307  -1.568  5.237
C  -0.256  -4.747  -2.899
C  0.463  -3.422  -3.050
C  1.776  -3.552  -3.818
O  2.680  -4.284  -3.060
C  3.812  -4.712  -3.800
N  -0.421  -2.383  -3.635
H  0.452  -5.567  -2.762
H  -0.772  -5.018  -3.822
H  -0.855  -4.767  -1.988
H  0.772  -2.995  -2.089
H  2.157  -2.531  -4.022
H  1.585  -3.886  -4.852
H  3.629  -5.189  -4.764
H  4.372  -5.370  -3.138
H  4.458  -3.840  -3.968
H  0.185  -1.616  -3.916
H  -0.829  -2.746  -4.494

Atomic partial charges in e from the Mulliken method, atoms 1 to 4: -0.18 0.45 -0.20 0.48

Record 3
ORCA calculation (ωB97M-V with the def2-TZVPD basis set) on a 13-piece molecular cluster, C26H78O13 overall in a non-equilibrium geometry.

The orbital gap (alpha / beta) comes out at 0.0526 / 0.3321 Ha. The net charge is -1. For the total energy, the calculation gives -54839.024 eV. The value obtained for the HOMO energy (alpha / beta) is 0.32 / -7.37 eV. The calculation puts the energy relative to the best compared isomer or geometry (same formula, charge and spin) at 40.32 kcal/mol. As for the spin multiplicity: 2. The lowest unoccupied orbital energy (alpha / beta) is 1.7477 / 1.6690 eV.

CARTESIAN COORDINATES (ANGSTROEM)
C  -25.919  -27.556  -0.319
C  -26.890  -28.686  -0.204
O  -26.906  -29.227  -1.554
H  -25.600  -27.192  0.658
H  -26.411  -26.737  -0.843
H  -24.956  -27.782  -0.777
H  -27.824  -28.292  0.198
H  -26.647  -29.488  0.493
H  -27.771  -29.563  -1.800
C  -30.580  -26.778  -1.006
C  -31.029  -26.866  0.435
O  -30.546  -25.657  1.045
H  -29.493  -26.832  -1.054
H  -30.882  -25.801  -1.385
H  -30.981  -27.487  -1.731
H  -30.590  -27.610  1.099
H  -32.111  -26.943  0.537
H  -30.516  -25.760  1.999
C  -26.427  -31.914  -3.598
C  -26.798  -33.068  -4.469
O  -26.574  -32.652  -5.752
H  -26.650  -32.205  -2.572
H  -27.002  -31.017  -3.825
H  -25.364  -31.695  -3.706
H  -27.825  -33.412  -4.354
H  -26.204  -33.922  -4.146
H  -27.266  -32.000  -5.884
C  -23.350  -29.100  -3.358
C  -22.714  -30.501  -3.530
O  -21.275  -30.380  -3.396
H  -24.428  -29.256  -3.394
H  -23.043  -28.396  -4.131
H  -23.054  -28.694  -2.390
H  -23.184  -30.834  -4.456
H  -23.030  -31.222  -2.777
H  -21.148  -30.162  -2.470
C  -23.224  -28.635  3.050
C  -21.884  -28.187  3.647
O  -21.936  -27.841  5.016
H  -23.682  -29.397  3.681
H  -23.014  -29.014  2.050
H  -23.930  -27.804  3.030
H  -21.548  -27.338  3.052
H  -21.163  -28.992  3.502
H  -22.720  -27.293  5.097
C  -27.171  -24.342  2.326
C  -26.957  -23.390  3.402
O  -27.768  -22.322  3.206
H  -26.361  -25.066  2.234
H  -27.118  -23.837  1.361
H  -28.115  -24.867  2.468
H  -25.948  -22.978  3.357
H  -27.121  -23.784  4.405
H  -27.322  -21.741  2.585
C  -23.545  -25.538  -3.529
C  -22.544  -24.606  -2.912
O  -23.051  -24.032  -1.724
H  -23.092  -26.117  -4.333
H  -24.430  -24.986  -3.847
H  -23.875  -26.292  -2.815
H  -22.355  -23.816  -3.639
H  -21.626  -25.176  -2.770
H  -23.160  -23.097  -1.914
C  -23.109  -32.041  0.308
C  -24.202  -31.051  -0.029
O  -25.145  -31.748  -0.730
H  -23.413  -32.912  0.888
H  -22.343  -31.513  0.877
H  -22.585  -32.436  -0.563
H  -23.820  -30.169  -0.544
H  -24.599  -30.716  0.929
H  -25.805  -31.097  -0.977
C  -26.749  -28.886  4.063
C  -28.218  -28.475  3.848
O  -28.432  -27.328  4.564
H  -26.490  -29.071  5.105
H  -26.045  -28.128  3.721
H  -26.562  -29.812  3.521
H  -28.904  -29.280  4.114
H  -28.476  -28.250  2.813
H  -29.248  -26.875  4.341
C  -31.674  -30.572  -3.157
C  -30.112  -30.717  -3.071
O  -29.600  -30.335  -1.841
H  -31.976  -29.525  -3.137
H  -32.097  -31.036  -2.266
H  -32.186  -30.970  -4.034
H  -29.545  -30.263  -3.884
H  -29.840  -31.769  -3.152
H  -30.126  -30.625  -1.092
C  -28.241  -26.109  -5.013
C  -27.083  -26.780  -4.353
O  -27.537  -28.032  -3.912
H  -28.628  -26.705  -5.840
H  -27.923  -25.202  -5.528
H  -29.071  -25.906  -4.336
H  -26.758  -26.239  -3.464
H  -26.278  -26.974  -5.062
H  -27.014  -28.295  -3.152
C  -28.743  -32.686  0.463
C  -30.249  -32.489  0.831
O  -30.723  -31.182  0.411
H  -28.123  -31.946  0.968
H  -28.572  -32.584  -0.609
H  -28.593  -33.724  0.761
H  -30.435  -32.691  1.886
H  -30.798  -33.171  0.181
H  -31.632  -31.012  0.671
C  -23.032  -23.666  2.034
C  -23.565  -24.979  1.523
O  -22.782  -25.521  0.479
H  -23.716  -23.171  2.724
H  -23.002  -23.009  1.165
H  -21.997  -23.509  2.338
H  -24.531  -24.879  1.027
H  -23.586  -25.751  2.292
H  -22.893  -25.004  -0.322

Atomic partial charges in e from the Mulliken method, atoms 1 to 4: -0.55 0.13 1.87 0.17

Record 4
ORCA calculation (ωB97M-V with the def2-TZVPD basis set) on a 13-piece molecular cluster, C26H78O13 overall in a non-equilibrium geometry.

The orbital gap (alpha / beta) comes out at 0.3507 / 0.0819 Ha. The net charge is +1. For the total energy, the calculation gives -54830.518 eV. The value obtained for the HOMO energy (alpha / beta) is -11.53 / -11.53 eV. The calculation puts the energy relative to the best compared isomer or geometry (same formula, charge and spin) at 63.28 kcal/mol. As for the spin multiplicity: 2. The lowest unoccupied orbital energy (alpha / beta) is -1.9883 / -9.3017 eV.

CARTESIAN COORDINATES (ANGSTROEM)
C  -27.955  -14.386  8.106
C  -29.296  -13.834  8.648
O  -29.093  -12.536  9.130
H  -28.012  -15.437  7.822
H  -27.183  -14.272  8.866
H  -27.606  -13.831  7.235
H  -29.640  -14.537  9.407
H  -30.052  -13.832  7.863
H  -29.980  -12.170  9.120
C  -33.099  -13.404  4.289
C  -31.671  -12.860  4.109
O  -31.122  -13.408  2.916
H  -33.671  -13.140  3.400
H  -33.628  -12.920  5.109
H  -33.230  -14.473  4.458
H  -31.011  -13.175  4.918
H  -31.693  -11.772  4.053
H  -30.254  -13.025  2.769
C  -24.717  -13.244  -0.819
C  -25.795  -13.933  -0.049
O  -26.842  -12.992  0.157
H  -24.914  -13.363  -1.885
H  -23.803  -13.792  -0.592
H  -24.513  -12.210  -0.539
H  -25.370  -14.173  0.926
H  -26.187  -14.790  -0.598
H  -27.192  -12.691  -0.685
C  -28.880  -19.839  1.875
C  -27.859  -19.226  0.958
O  -26.626  -19.102  1.609
H  -28.932  -19.401  2.872
H  -28.729  -20.875  2.179
H  -29.913  -19.770  1.534
H  -28.177  -18.206  0.744
H  -27.701  -19.767  0.024
H  -26.003  -19.093  0.879
C  -24.901  -21.153  3.676
C  -24.744  -21.811  2.305
O  -24.381  -23.184  2.496
H  -23.904  -21.151  4.117
H  -25.588  -21.630  4.375
H  -25.099  -20.090  3.539
H  -24.035  -21.328  1.633
H  -25.663  -21.687  1.731
H  -25.177  -23.610  2.823
C  -30.225  -10.773  0.850
C  -29.191  -10.815  1.948
O  -28.771  -12.150  2.236
H  -30.548  -9.750  0.654
H  -31.066  -11.336  1.255
H  -29.824  -11.256  -0.040
H  -29.682  -10.408  2.832
H  -28.354  -10.129  1.816
H  -28.125  -12.426  1.582
C  -28.835  -16.677  -1.976
C  -29.660  -15.781  -1.003
O  -31.023  -16.150  -1.006
H  -29.347  -16.814  -2.928
H  -28.687  -17.695  -1.613
H  -27.872  -16.251  -2.257
H  -29.649  -14.794  -1.465
H  -29.342  -15.804  0.039
H  -31.465  -15.357  -0.694
C  -25.243  -11.788  4.244
C  -25.856  -10.598  3.480
O  -25.728  -9.533  4.421
H  -25.421  -12.668  3.627
H  -25.688  -11.931  5.229
H  -24.170  -11.727  4.426
H  -26.849  -10.813  3.087
H  -25.189  -10.414  2.638
H  -26.532  -9.485  4.945
C  -23.428  -16.972  3.687
C  -23.820  -16.544  5.125
O  -23.019  -15.348  5.324
H  -23.924  -17.906  3.423
H  -22.350  -17.096  3.580
H  -23.714  -16.200  2.972
H  -23.588  -17.364  5.804
H  -24.884  -16.345  5.254
H  -23.048  -15.086  6.247
C  -27.457  -21.465  6.451
C  -28.126  -20.397  5.561
O  -27.572  -19.150  6.025
H  -27.913  -21.579  7.435
H  -26.408  -21.192  6.567
H  -27.430  -22.464  6.016
H  -29.214  -20.415  5.627
H  -27.795  -20.529  4.531
H  -27.423  -18.492  5.342
C  -30.696  -17.416  7.146
C  -31.264  -16.608  6.039
O  -32.449  -17.182  5.707
H  -29.617  -17.439  7.295
H  -31.035  -18.452  7.117
H  -31.234  -17.041  8.017
H  -30.601  -16.754  5.186
H  -31.442  -15.564  6.295
H  -32.351  -17.491  4.804
C  -33.361  -16.541  2.332
C  -31.895  -17.038  2.414
O  -31.772  -18.245  3.152
H  -33.786  -16.487  3.334
H  -33.971  -17.206  1.720
H  -33.426  -15.588  1.806
H  -31.189  -16.382  2.923
H  -31.473  -17.189  1.420
H  -32.148  -18.916  2.577
C  -27.849  -15.207  4.280
C  -27.666  -16.223  3.139
O  -27.048  -17.378  3.666
H  -28.437  -15.660  5.078
H  -28.397  -14.328  3.940
H  -26.850  -14.934  4.619
H  -27.138  -15.763  2.303
H  -28.656  -16.487  2.768
H  -26.941  -17.969  2.917

Atomic partial charges in e from the Mulliken method, atoms 1 to 4: -0.67 0.00 -0.52 0.10